--- 1 ---
Molecular formula: C4H5NO3
Method: DFT, wB97M-V/def2-TZVPD

Orbital gap in eV: 9.953
Charge: 0
SMILES: O[C@@H]1C[C@@]12OC=NO2

Last column: Mulliken charge in e.
Geometry (Å):
C -1.294 -0.187 0.349  -0.289
C -0.637 -1.448 -0.266  -0.712
C 0.106 -0.173 -0.158  0.878
C 1.589 1.311 -0.847  -0.002
H -0.455 0.141 1.932  0.404
H -2.028 0.474 -0.234  0.286
H -1.009 -1.617 -1.246  0.269
H -0.317 -2.271 0.372  0.252
H 1.983 2.124 -1.499  0.339
N 1.871 1.075 0.360  -0.308
O -1.360 -0.197 1.675  -0.544
O 0.453 0.638 -1.303  -0.345
O 1.098 0.130 0.865  -0.230

--- 2 ---
Molecular formula: C4H5NO3
Method: DFT, wB97M-V/def2-TZVPD

Orbital gap (spin up / spin down) in eV: 7.426 / 7.407
Charge: 0

Last column: Mulliken charge in e.
Geometry (Å):
C -0.438 -0.508 0.372  0.151
C -1.402 -1.240 -0.468  -1.179
C 0.656 1.051 -0.341  0.572
O 0.754 -1.164 0.568  -0.330
O 0.453 2.148 0.417  -0.451
C 1.654 -0.158 0.709  0.537
O 0.783 1.079 -1.539  -0.531
N 2.658 0.098 1.285  -0.496
H 0.523 2.936 -0.148  0.335
H -0.766 0.092 1.215  0.401
H -1.417 -2.290 -0.156  0.350
H -2.400 -0.812 -0.407  0.333
H -1.057 -1.234 -1.507  0.309

Each structure's energy above the most stable one, in kJ/mol: 1 0.0; 2 44.9.

--- 1 ---
Molecular formula: C4H5NO3
Method: DFT, wB97M-V/def2-TZVPD

Orbital gap in eV: 8.650
Charge: 0

Last column: Mulliken charge in e.
Geometry (Å):
C 0.764 -1.100 -1.652  -0.537
C -0.545 -0.552 0.362  0.541
C -1.368 -0.372 1.405  -0.320
C -0.166 1.453 1.027  0.600
H 0.231 -1.788 -2.728  0.248
H 1.839 -1.522 -1.226  0.256
H 0.620 0.015 -1.956  0.289
H -2.147 -1.129 1.819  0.307
H 1.292 2.375 0.344  0.329
N -1.208 1.006 1.818  -0.587
O -0.338 -1.542 -0.558  -0.399
O 0.760 2.540 1.106  -0.462
O 0.267 0.616 0.238  -0.267

--- 2 ---
Molecular formula: C4H5NO3
Method: DFT, wB97M-V/def2-TZVPD

Orbital gap (spin up / spin down) in eV: 7.238 / 7.237
Charge: 0

Last column: Mulliken charge in e.
Geometry (Å):
C -0.671 -0.284 1.416  -0.444
C -0.671 0.631 0.206  0.615
C 0.021 -1.145 0.411  0.372
C 1.397 0.113 -0.547  -0.011
O -1.837 0.698 -0.446  -0.428
N 1.751 -0.091 -1.718  -0.606
O 0.271 1.461 -0.106  -0.518
O 0.006 -2.315 0.155  -0.522
H -1.725 1.308 -1.194  0.373
H 1.086 -0.051 -2.480  0.228
H -0.020 0.120 2.192  0.251
H -1.640 -0.624 1.786  0.321
H 2.032 0.177 0.326  0.368

--- 3 ---
Molecular formula: C4H5NO3
Method: DFT, wB97M-V/def2-TZVPD

Orbital gap in eV: 10.855
Charge: 0
SMILES: C=N[C@]1(C(=O)O)CO1

Last column: Mulliken charge in e.
Geometry (Å):
C 1.400 0.753 1.383  -0.380
C -0.095 -1.549 0.230  -0.523
C -1.076 0.382 -1.149  0.371
C -0.140 -0.105 -0.068  0.973
O 1.011 -1.093 -0.492  -0.441
O -1.089 1.711 -1.242  -0.410
N 0.246 0.842 0.856  -0.507
O -1.691 -0.352 -1.874  -0.556
H -1.673 1.976 -1.972  0.369
H 2.066 -0.109 1.406  0.272
H 1.742 1.581 1.990  0.269
H 0.084 -1.861 1.258  0.268
H -0.786 -2.177 -0.326  0.295

--- 4 ---
Molecular formula: C4H5NO3
Method: DFT, wB97M-V/def2-TZVPD

Orbital gap in eV: 9.480
Charge: 0
SMILES: C=C(NC=O)OC=O

Last column: Mulliken charge in e.
Geometry (Å):
C -0.886 1.656 -0.070  -0.862
C -0.006 0.607 -0.076  0.529
C -1.547 -1.209 -0.005  0.052
C 2.267 -0.108 -0.053  0.260
H -0.418 2.570 -0.248  0.312
H -1.955 1.521 0.147  0.288
H 0.247 -1.486 0.113  0.293
H -1.618 -2.294 0.185  0.322
H 3.271 0.445 0.232  0.303
N -0.329 -0.718 0.231  -0.150
O -2.563 -0.535 -0.219  -0.560
O 1.303 0.903 -0.013  -0.258
O 2.234 -1.352 -0.225  -0.529

Each structure's energy above the most stable one, in kJ/mol: 1 268.9; 2 315.7; 3 38.6; 4 0.0.